No. 1
This record from the Open Molecules 2025 dataset describes one molecule with the formula C2H6N2O. The level of theory is ωB97M-V/def2-TZVPD.

* calculated total energy: -264.554371 hartree
* Kohn-Sham gap: 10.65 eV
* structure (SMILES): NCC(N)=O

Structure (ORCA input):
```
! wB97M-V def2-TZVPD RIJCOSX def2/J DEFGRID3
* xyz 0 1
O 0.44 1.20 -1.43
N -0.95 -0.52 -0.85
N 0.02 -0.93 1.64
C 0.01 0.39 -0.58
C 0.56 0.19 0.86
H 0.15 -1.78 1.07
H 0.15 1.09 1.41
H 0.53 -1.18 2.47
H 1.70 0.18 0.78
H -1.26 -0.77 0.10
H -1.64 -0.42 -1.59
*
```



No. 2
This record from the Open Molecules 2025 dataset describes one molecule with the formula C2H6N2O. The level of theory is ωB97M-V/def2-TZVPD.

* calculated total energy: -264.414239 hartree
* Kohn-Sham gap: 10.04 eV
* structure (SMILES): N/N=C\CO

Structure (ORCA input):
```
! wB97M-V def2-TZVPD RIJCOSX def2/J DEFGRID3
* xyz 0 1
O 2.37 -0.15 0.01
N -1.39 0.71 0.09
N -1.90 -0.65 -0.18
C -0.13 0.90 0.02
C 0.85 -0.38 0.09
H 0.52 -0.90 1.14
H -2.93 -0.65 0.08
H 2.81 0.05 -0.77
H 0.32 -1.24 -0.50
H -1.26 -1.53 0.14
H 0.31 1.97 -0.24
*
```



No. 3
This record from the Open Molecules 2025 dataset describes one molecule with the formula C2H6N2O. The level of theory is ωB97M-V/def2-TZVPD.

* calculated total energy: -264.530191 hartree
* Kohn-Sham gap: 9.64 eV
* structure (SMILES): [H]/N=C(/N)CO

Structure (ORCA input):
```
! wB97M-V def2-TZVPD RIJCOSX def2/J DEFGRID3
* xyz 0 1
O -1.61 -0.42 0.24
N 0.68 -1.29 -0.58
N 1.73 0.74 -0.19
C 0.67 0.00 -0.26
C -0.58 0.49 0.36
H -0.43 0.75 1.46
H -0.15 -1.72 -0.92
H 1.40 1.59 0.28
H -0.84 1.44 -0.06
H 1.45 -1.77 -0.85
H -2.33 0.17 0.52
*
```



No. 4
This record from the Open Molecules 2025 dataset describes C2H6N2O as an isolated structure. The level of theory is ωB97M-V/def2-TZVPD.

* calculated total energy: -264.391120 hartree
* Kohn-Sham gap: 10.25 eV

Structure (ORCA input):
```
! wB97M-V def2-TZVPD RIJCOSX def2/J DEFGRID3
* xyz 0 1
O -1.79 -1.22 0.13
N 0.45 -0.88 -0.65
N 1.62 -0.03 0.10
C -0.84 -0.43 -0.18
C -1.08 1.05 -0.19
H 1.70 -0.39 1.33
H 0.44 -1.86 -0.02
H -2.15 1.09 -0.40
H -0.93 1.41 0.88
H -0.26 1.74 -0.74
H 2.85 -0.49 -0.26
*
```



No. 5
This record from the Open Molecules 2025 dataset describes one molecule with the formula C2H6N2O. The level of theory is ωB97M-V/def2-TZVPD.

* calculated total energy: -264.450538 hartree
* Kohn-Sham gap: 8.48 eV
* structure (SMILES): NC(N)C=O

Structure (ORCA input):
```
! wB97M-V def2-TZVPD RIJCOSX def2/J DEFGRID3
* xyz 0 1
O -0.32 -1.92 1.10
N 0.81 1.14 0.30
N -1.30 0.21 -0.42
C 0.61 -1.43 0.54
C 0.13 0.12 -0.43
H -1.71 -0.53 -0.97
H 0.24 1.58 1.02
H 1.53 -1.15 0.05
H 1.16 1.90 -0.27
H -1.64 0.07 0.53
H 0.49 0.02 -1.46
*
```



No. 6
This record from the Open Molecules 2025 dataset describes C2H6N2O as an isolated structure. The level of theory is ωB97M-V/def2-TZVPD.

* calculated total energy: -264.365008 hartree
* Kohn-Sham gap: 10.11 eV

Structure (ORCA input):
```
! wB97M-V def2-TZVPD RIJCOSX def2/J DEFGRID3
* xyz 0 1
O -1.65 -0.60 -0.64
N -1.02 -1.45 0.25
N 0.64 0.68 -1.05
C -0.04 -0.80 0.94
C 0.38 0.55 0.35
H 1.94 0.69 -1.06
H 1.14 1.21 0.90
H -0.61 1.19 0.31
H 0.16 -0.16 -1.63
H -1.39 0.19 -0.04
H 0.45 -1.51 1.67
*
```



No. 7
This record from the Open Molecules 2025 dataset describes a 2-piece molecular cluster, C2H6N2O overall. The level of theory is ωB97M-V/def2-TZVPD.

* calculated total energy: -264.324289 hartree
* Kohn-Sham gap: 10.32 eV

Structure (ORCA input):
```
! wB97M-V def2-TZVPD RIJCOSX def2/J DEFGRID3
* xyz 0 1
O -0.18 1.31 -1.45
N 1.36 0.09 0.24
N -0.65 -0.09 -0.72
C 0.21 -0.34 0.34
C -0.66 -0.94 1.48
H 0.11 -1.67 1.86
H -1.45 0.41 -0.42
H 1.98 -0.42 0.83
H -0.91 -0.32 2.14
H 1.00 0.50 -1.76
H -1.58 -1.38 1.39
*
```



No. 8
This record from the Open Molecules 2025 dataset describes C2H6N2O as an isolated structure. The level of theory is ωB97M-V/def2-TZVPD.

* calculated total energy: -264.456511 hartree
* Kohn-Sham gap: 9.23 eV

Structure (ORCA input):
```
! wB97M-V def2-TZVPD RIJCOSX def2/J DEFGRID3
* xyz 0 1
O 0.29 -1.66 -0.27
N -0.99 0.62 -0.09
N -2.18 -0.03 0.12
C 0.50 -0.52 -0.31
C 1.74 0.23 0.02
H -2.07 -0.89 0.53
H 2.47 -0.02 -0.75
H 1.99 0.05 0.97
H 1.47 1.22 -0.10
H -0.60 1.15 0.70
H -2.62 -0.15 -0.83
*
```



No. 9
This record from the Open Molecules 2025 dataset describes C2H6N2O as an isolated structure. The level of theory is ωB97M-V/def2-TZVPD.

* calculated total energy: -264.335605 hartree
* Kohn-Sham gap: 9.56 eV

Structure (ORCA input):
```
! wB97M-V def2-TZVPD RIJCOSX def2/J DEFGRID3
* xyz 0 1
O -0.60 1.57 1.63
N -0.87 -0.82 0.83
N 0.34 1.21 0.67
C 0.00 -0.07 0.18
C 0.68 -0.56 -1.11
H 0.05 1.92 0.01
H -0.43 -1.45 -1.74
H -1.08 -1.75 0.32
H 1.75 -1.32 -0.75
H 1.10 0.59 -1.94
H -0.95 0.68 1.90
*
```



No. 10
This record from the Open Molecules 2025 dataset describes one molecule with the formula C2H6N2O2. The level of theory is ωB97M-V/def2-TZVPD.

* calculated total energy: -339.697275 hartree
* Kohn-Sham gap: 10.25 eV
* structure (SMILES): CNC(=O)NO

Structure (ORCA input):
```
! wB97M-V def2-TZVPD RIJCOSX def2/J DEFGRID3
* xyz 0 1
O 1.47 -0.97 -0.74
O -1.93 -1.36 -0.26
N -0.63 -1.75 -0.29
N -0.06 0.56 0.06
C 0.32 -0.71 -0.38
C 0.95 1.67 0.39
H -1.10 0.79 0.13
H 1.25 1.69 1.66
H -2.07 -1.54 0.82
H 1.84 1.33 -0.22
H 0.54 2.74 -0.10
H -0.59 -2.44 -1.09
*
```



No. 11
This record from the Open Molecules 2025 dataset describes one molecule with the formula C2H6N2O2. The level of theory is ωB97M-V/def2-TZVPD.

* calculated total energy: -339.738403 hartree
* Kohn-Sham gap: 9.97 eV
* structure (SMILES): NCC(=O)NO

Structure (ORCA input):
```
! wB97M-V def2-TZVPD RIJCOSX def2/J DEFGRID3
* xyz 0 1
O 1.41 -1.68 -0.25
O 0.57 1.64 -0.02
N -1.63 -0.06 -0.48
N 1.35 0.52 -0.08
C -0.74 -0.74 0.54
C 0.73 -0.72 0.06
H 0.82 2.13 0.78
H -1.19 0.87 -0.57
H -0.90 -1.81 0.76
H 2.01 0.53 -0.82
H -0.86 -0.12 1.41
H -1.57 -0.55 -1.34
*
```



No. 12
This record from the Open Molecules 2025 dataset describes a 2-piece molecular cluster, C2H6N2O2S overall. The level of theory is ωB97M-V/def2-TZVPD.

* calculated total energy: -737.885609 hartree
* Kohn-Sham gap: 10.37 eV

Structure (ORCA input):
```
! wB97M-V def2-TZVPD RIJCOSX def2/J DEFGRID3
* xyz 0 1
S 1.41 -0.76 -1.22
O 2.40 0.53 -0.82
O 0.66 -0.37 -2.37
N -0.53 2.14 -1.57
N 0.26 -0.63 0.00
C 0.72 -0.20 1.33
C -1.07 1.60 -0.70
H -0.21 2.84 -2.20
H 1.60 -0.81 1.71
H 2.18 1.39 -1.07
H -0.53 -0.05 -0.22
H -0.08 -0.40 2.06
H 0.96 0.79 1.22
*
```



| no. | lowest unoccupied orbital energy (Eh) | HOMO (eV) |
| --- | --- | --- |
| 1 | 0.0319 | -9.78 |
| 2 | 0.0295 | -9.24 |
| 3 | 0.0225 | -9.03 |
| 4 | 0.0036 | -10.16 |
| 5 | 0.0371 | -7.47 |
| 6 | 0.0206 | -9.55 |
| 7 | 0.0177 | -9.84 |
| 8 | 0.0280 | -8.47 |
| 9 | 0.0056 | -9.41 |
| 10 | 0.0218 | -9.66 |
| 11 | 0.0215 | -9.39 |
| 12 | 0.0233 | -9.73 |